Density functional theory data (the ωB97M-V functional and the def2-TZVPD basis) for a molecular structure, C36H26MgN3P.

```
! RIJCOSX wB97M-V def2-TZVPD def2/J DEFGRID3
* xyz 0 1
Mg 0.378 -0.276 -1.906
C 4.657 -0.436 -1.052
C 3.350 -0.774 -1.418
N 2.404 0.123 -1.580
C 2.673 1.430 -1.397
C 3.979 1.873 -1.060
C 4.969 0.886 -0.876
C 4.239 3.251 -0.949
C 3.231 4.138 -1.223
C 1.935 3.716 -1.535
C 1.586 2.365 -1.561
N 0.377 1.785 -1.750
C -0.848 2.346 -1.628
C -1.188 3.643 -1.234
C -2.513 4.073 -1.158
C -3.565 3.236 -1.425
C -3.296 1.890 -1.735
C -4.317 0.932 -1.899
C -3.994 -0.374 -2.148
C -2.643 -0.723 -2.246
N -1.671 0.150 -2.109
C -1.953 1.443 -1.852
H 5.401 -1.209 -0.932
H 3.056 -1.805 -1.580
H 5.974 1.193 -0.616
H 5.230 3.592 -0.683
H 3.433 5.201 -1.185
H 1.210 4.472 -1.785
H -0.426 4.341 -0.934
H -2.707 5.100 -0.876
H -4.589 3.577 -1.370
H -5.349 1.249 -1.809
H -4.759 -1.129 -2.253
H -2.343 -1.747 -2.434
C -4.120 0.256 1.939
C -3.145 1.236 1.832
C -1.855 0.891 1.465
C -1.523 -0.437 1.197
C -2.508 -1.413 1.304
C -3.796 -1.066 1.678
P 0.202 -0.761 0.669
C 1.032 -1.153 2.247
C 0.487 -0.878 3.496
C 1.203 -1.163 4.648
C 2.467 -1.723 4.563
C 3.024 -1.986 3.319
C 2.317 -1.694 2.168
C 0.128 -2.391 -0.133
C 0.008 -3.575 0.594
C -0.037 -4.782 -0.077
C 0.048 -4.791 -1.462
C 0.184 -3.604 -2.169
C 0.239 -2.356 -1.538
H -5.128 0.528 2.217
H -3.385 2.273 2.023
H -1.094 1.656 1.376
H -2.265 -2.443 1.080
H -4.557 -1.830 1.759
H -0.507 -0.455 3.561
H 0.773 -0.947 5.617
H 3.021 -1.951 5.464
H 4.014 -2.419 3.252
H 2.745 -1.898 1.194
H -0.040 -3.548 1.678
H -0.139 -5.707 0.477
H 0.015 -5.737 -1.990
H 0.269 -3.663 -3.250
*
```

* HOMO energy: -6.666 eV
* relative energy (zero: lowest compared OMol25 entry of this formula, charge and spin): 0.000 eV

Here are the Mulliken charges for atoms 1 to 8, given in e: 0.60, -0.76, -0.24, 0.05, 0.05, 1.01, -0.70, -0.92

---

Density functional theory data (the ωB97M-V functional and the def2-TZVPD basis) for a molecular structure, C36H27CeN9O3S.

```
! RIJCOSX wB97M-V def2-TZVPD def2/J DEFGRID3
* xyz 1 2
Ce 0.246 0.216 -0.881
O -0.849 3.728 -3.666
C -0.597 2.974 -2.704
N 0.472 2.183 -2.460
C 1.789 2.422 -2.806
O 2.145 2.722 -3.962
C 2.782 2.262 -1.711
C 4.135 2.511 -1.997
C 5.066 2.240 -0.998
C 4.570 1.948 0.336
C 3.230 1.751 0.469
N 2.353 1.867 -0.524
C -1.715 2.880 -1.672
C -2.669 3.878 -1.676
C -3.812 3.760 -0.843
C -3.983 2.571 -0.173
C -2.939 1.623 -0.187
N -1.827 1.793 -0.895
H 4.414 2.898 -2.985
H 6.125 2.383 -1.156
H 5.176 1.957 1.254
H 2.806 1.580 1.435
H -2.481 4.740 -2.295
H -4.597 4.522 -0.772
H -4.865 2.380 0.509
H -2.994 0.703 0.378
C 3.503 -1.889 2.000
C 2.568 -1.601 0.848
N 1.434 -0.910 1.067
N 1.075 -0.690 2.322
C 0.066 0.196 2.420
O -0.540 0.620 1.362
C -0.385 0.617 3.744
C -1.651 1.219 3.947
C -2.140 1.393 5.256
C -1.282 1.174 6.370
C -0.018 0.652 6.143
C 0.461 0.357 4.863
C 2.851 -1.877 -0.490
C 4.157 -2.267 -0.859
C 4.449 -2.615 -2.193
C 3.393 -2.540 -3.143
C 2.116 -2.100 -2.715
N 1.918 -1.690 -1.463
H 3.000 -1.571 2.912
H 4.419 -1.275 1.867
H 3.790 -2.952 2.061
H -2.297 1.428 3.056
H -3.176 1.777 5.411
H -1.626 1.516 7.344
H 0.629 0.355 6.940
H 1.399 -0.198 4.730
H 4.917 -2.322 -0.088
H 5.386 -3.027 -2.538
H 3.505 -2.882 -4.177
H 1.259 -2.183 -3.360
N -3.561 -2.147 -1.613
C -3.453 -2.643 -0.326
C -4.207 -3.565 0.446
C -3.786 -3.897 1.720
C -2.510 -3.502 2.189
C -1.665 -2.778 1.334
C -2.178 -2.290 0.141
N -1.520 -1.568 -0.903
C -2.350 -1.532 -1.924
C -2.098 -0.876 -3.181
C -3.056 -0.360 -4.086
S -2.316 0.569 -5.313
C -0.819 0.358 -4.538
N -0.802 -0.455 -3.494
H -4.313 -2.296 -2.289
H -5.183 -3.804 0.042
H -4.447 -4.545 2.337
H -2.119 -3.840 3.116
H -0.675 -2.473 1.636
H -4.140 -0.409 -4.024
H 0.036 0.848 -4.926
*
```

* HOMO energy (spin up / spin down): -10.279 / -10.284 eV
* relative energy (zero: lowest compared OMol25 entry of this formula, charge and spin): 0.000 eV

Here are the Mulliken charges for atoms 1 to 8, given in e: 0.29, -0.69, -0.03, 0.43, 0.06, -0.69, 0.72, -0.85

---

Density functional theory data (the ωB97M-V functional and the def2-TZVPD basis) for a molecular structure, C36H27N2OPPdS2Te.

```
! RIJCOSX wB97M-V def2-TZVPD def2/J DEFGRID3
* xyz 2 5
Pd -0.569 0.399 -1.475
S 3.715 2.057 -2.007
C 3.971 0.341 -1.867
C 5.162 -0.364 -1.774
C 5.088 -1.738 -1.652
C 3.861 -2.407 -1.612
C 2.677 -1.712 -1.704
C 2.728 -0.327 -1.835
N 1.655 0.508 -1.916
C 2.001 1.770 -2.007
C 0.989 2.793 -2.121
C 1.270 4.160 -2.048
C 0.254 5.075 -2.230
C -1.048 4.660 -2.477
C -1.350 3.302 -2.539
C -0.343 2.384 -2.328
H 6.113 0.143 -1.781
H 6.000 -2.306 -1.570
H 3.849 -3.479 -1.495
H 1.707 -2.196 -1.665
H 2.289 4.483 -1.872
H 0.482 6.130 -2.217
H -1.829 5.385 -2.646
H -2.364 2.995 -2.765
O -3.081 0.658 -2.815
N -2.831 0.285 -1.492
C -3.664 0.752 -0.630
C -3.599 0.513 0.797
C -4.822 0.441 1.482
C -4.871 0.247 2.848
C -3.695 0.171 3.585
C -2.475 0.242 2.936
C -2.414 0.378 1.548
P -0.731 0.470 0.863
C 0.174 -0.992 1.413
C 1.568 -0.950 1.310
C 2.319 -2.051 1.670
C 1.682 -3.218 2.072
C 0.297 -3.287 2.112
C -0.465 -2.178 1.786
C 0.016 1.927 1.632
C -0.386 3.162 1.121
C 0.121 4.327 1.660
C 1.008 4.261 2.726
C 1.392 3.034 3.248
C 0.906 1.861 2.700
H -2.775 -0.065 -3.396
H -4.506 1.344 -0.990
H -5.738 0.511 0.914
H -5.828 0.178 3.344
H -3.730 0.064 4.660
H -1.554 0.185 3.504
H 2.050 -0.042 0.966
H 3.397 -2.003 1.634
H 2.269 -4.079 2.348
H -0.194 -4.202 2.405
H -1.545 -2.212 1.862
H -1.095 3.184 0.300
H -0.179 5.282 1.256
H 1.386 5.171 3.164
H 2.076 2.986 4.081
H 1.203 0.904 3.105
Te -1.493 -2.237 -1.435
C -0.848 -4.217 -1.526
C -1.710 -5.266 -1.230
C -1.155 -6.517 -1.477
C 0.134 -6.437 -1.951
S 0.685 -4.835 -2.095
H -2.705 -5.107 -0.856
H -1.677 -7.443 -1.325
H 0.769 -7.257 -2.227
*
```

* HOMO energy (spin up / spin down): -13.303 / -13.518 eV
* relative energy (zero: lowest compared OMol25 entry of this formula, charge and spin): 0.901 eV

Here are the Mulliken charges for atoms 1 to 8, given in e: -0.44, -0.31, 1.00, -0.64, -0.60, -0.39, 0.76, -1.03

---

Question: The highest relative energy (zero: lowest compared OMol25 entry of this formula, charge and spin) belongs to which entry?
Answer: C36H27N2OPPdS2Te

---

Copy entry 2 word for word.
Density functional theory data (the ωB97M-V functional and the def2-TZVPD basis) for a molecular structure, C36H27CeN9O3S.

```
! RIJCOSX wB97M-V def2-TZVPD def2/J DEFGRID3
* xyz 1 2
Ce 0.246 0.216 -0.881
O -0.849 3.728 -3.666
C -0.597 2.974 -2.704
N 0.472 2.183 -2.460
C 1.789 2.422 -2.806
O 2.145 2.722 -3.962
C 2.782 2.262 -1.711
C 4.135 2.511 -1.997
C 5.066 2.240 -0.998
C 4.570 1.948 0.336
C 3.230 1.751 0.469
N 2.353 1.867 -0.524
C -1.715 2.880 -1.672
C -2.669 3.878 -1.676
C -3.812 3.760 -0.843
C -3.983 2.571 -0.173
C -2.939 1.623 -0.187
N -1.827 1.793 -0.895
H 4.414 2.898 -2.985
H 6.125 2.383 -1.156
H 5.176 1.957 1.254
H 2.806 1.580 1.435
H -2.481 4.740 -2.295
H -4.597 4.522 -0.772
H -4.865 2.380 0.509
H -2.994 0.703 0.378
C 3.503 -1.889 2.000
C 2.568 -1.601 0.848
N 1.434 -0.910 1.067
N 1.075 -0.690 2.322
C 0.066 0.196 2.420
O -0.540 0.620 1.362
C -0.385 0.617 3.744
C -1.651 1.219 3.947
C -2.140 1.393 5.256
C -1.282 1.174 6.370
C -0.018 0.652 6.143
C 0.461 0.357 4.863
C 2.851 -1.877 -0.490
C 4.157 -2.267 -0.859
C 4.449 -2.615 -2.193
C 3.393 -2.540 -3.143
C 2.116 -2.100 -2.715
N 1.918 -1.690 -1.463
H 3.000 -1.571 2.912
H 4.419 -1.275 1.867
H 3.790 -2.952 2.061
H -2.297 1.428 3.056
H -3.176 1.777 5.411
H -1.626 1.516 7.344
H 0.629 0.355 6.940
H 1.399 -0.198 4.730
H 4.917 -2.322 -0.088
H 5.386 -3.027 -2.538
H 3.505 -2.882 -4.177
H 1.259 -2.183 -3.360
N -3.561 -2.147 -1.613
C -3.453 -2.643 -0.326
C -4.207 -3.565 0.446
C -3.786 -3.897 1.720
C -2.510 -3.502 2.189
C -1.665 -2.778 1.334
C -2.178 -2.290 0.141
N -1.520 -1.568 -0.903
C -2.350 -1.532 -1.924
C -2.098 -0.876 -3.181
C -3.056 -0.360 -4.086
S -2.316 0.569 -5.313
C -0.819 0.358 -4.538
N -0.802 -0.455 -3.494
H -4.313 -2.296 -2.289
H -5.183 -3.804 0.042
H -4.447 -4.545 2.337
H -2.119 -3.840 3.116
H -0.675 -2.473 1.636
H -4.140 -0.409 -4.024
H 0.036 0.848 -4.926
*
```

* HOMO energy (spin up / spin down): -10.279 / -10.284 eV
* relative energy (zero: lowest compared OMol25 entry of this formula, charge and spin): 0.000 eV

Here are the Mulliken charges for atoms 1 to 8, given in e: 0.29, -0.69, -0.03, 0.43, 0.06, -0.69, 0.72, -0.85